Record 1
Density functional theory data (ωB97M-V/def2-TZVPD) for an isolated ion of composition C5H11N2 and charge +1 at a distorted geometry.

Each line ends with the Löwdin charge.
Positions of all 18 atoms, in Å:
C  -0.26381  1.42052  1.05008  -0.1795
C  -0.00231  -0.07899  1.36274  -0.1287
C  -0.05089  -0.91297  0.16810  -0.3858
C  0.23147  -2.14554  0.30885  0.0954
C  -0.43036  -0.91844  -2.22873  0.1287
N  -0.16788  -0.33197  -1.11648  0.0218
N  0.63114  1.95230  -0.02870  0.0160
H  -0.13000  2.09829  1.91816  0.1340
H  -1.24175  1.44106  0.56527  0.1229
H  0.97463  -0.25440  1.65652  0.0979
H  -0.69145  -0.56167  2.21307  0.1900
H  0.00160  -2.52521  1.30572  0.1027
H  0.34878  -2.87485  -0.52865  0.1071
H  0.18206  -0.84772  -3.24054  0.1538
H  -1.43242  -1.34138  -2.46040  0.1235
H  1.57956  2.12014  0.16588  0.0940
H  0.28814  2.91839  -0.13187  0.1258
H  0.17348  0.84244  -0.97899  0.1802

The largest force on an atom comes out at 5.45 eV/A. Its orbital gap is 7.9 eV. As for the total charge: +1. As for the SMILES: C=[NH+]C(=C)CCN. As for the energy above the lowest of the compared OMol25 structures with the same formula, charge and spin: 376.3 kJ/mol. The LUMO energy is -5.6 eV. The energy comes out at -306.240165 Eh.

---

Record 2
Density functional theory data (ωB97M-V/def2-TZVPD) for a 2-piece molecular cluster, C5H11N2 overall at a distorted geometry.

Each line ends with the Löwdin charge.
Positions of all 18 atoms, in Å:
C  -2.20863  1.61332  -0.86321  -0.1119
C  0.72193  1.06087  0.83423  0.0355
C  0.96613  -1.44564  0.58829  -0.0036
C  0.40758  -0.20650  -1.35272  0.0487
C  -1.15610  -0.36345  0.59638  0.1601
N  -2.55191  2.52248  -1.45723  0.0331
N  0.21916  -0.19947  0.18638  -0.4300
H  -0.12648  1.76088  0.87527  0.0940
H  0.87490  0.72830  1.88965  0.1279
H  1.56517  1.35060  0.16139  0.1347
H  2.02171  -1.30656  0.18360  0.1351
H  1.11556  -1.64994  1.71648  0.1498
H  0.50729  -2.29188  -0.00078  0.1278
H  1.40536  -0.10136  -1.59036  0.0868
H  -0.17360  -1.09402  -1.59975  0.1160
H  -0.12916  0.67930  -1.72127  0.0874
H  -1.81121  -1.10156  0.12128  0.1166
H  -1.64772  0.04465  1.43237  0.0919

The largest force on an atom comes out at 4.38 eV/A. Its orbital gap (alpha / beta) is 7.5 / 9.4 eV. As for the total charge: +1. As for the energy above the lowest of the compared OMol25 structures with the same formula, charge and spin: 653.4 kJ/mol. The LUMO energy (alpha / beta) is -7.3 / -6.3 eV. The energy comes out at -306.134622 Eh.

---

Record 3
Density functional theory data (ωB97M-V/def2-TZVPD) for a 2-piece molecular cluster, C5H11N2O overall at a distorted geometry.

Each line ends with the Löwdin charge.
Positions of all 19 atoms, in Å:
O  0.99516  0.76567  0.02844  0.0291
C  0.01235  0.02052  -0.43841  -0.4025
C  -1.03263  -0.39465  0.81162  -0.2925
C  -1.33048  -1.85512  0.55555  -0.1833
C  -0.33184  -2.29268  -0.42861  -0.0819
C  0.42523  -1.30008  -0.96914  -0.0012
N  1.90195  3.23455  -1.06490  -0.0010
N  -0.19398  -0.21752  2.04106  0.0476
H  -0.59135  0.49533  -1.31510  0.1664
H  -1.82821  0.35503  0.62191  0.1352
H  -1.35070  -2.37397  1.61962  0.1478
H  -2.43844  -2.06944  -0.00980  0.1728
H  -0.04757  -3.26657  -0.55365  0.0767
H  1.22911  -1.39407  -1.56128  0.0750
H  1.28679  2.46509  -0.76291  -0.0344
H  1.41752  4.14048  -1.00177  0.0065
H  2.08058  3.13693  -2.06554  0.0002
H  -0.74271  0.08628  2.82813  0.0643
H  0.53924  0.46422  1.66478  0.0751

The largest force on an atom comes out at 5.15 eV/A. Its orbital gap (alpha / beta) is 10.5 / 7.0 eV. Its multiplicity is 2. As for the energy above the lowest of the compared OMol25 structures with the same formula, charge and spin: 236.1 kJ/mol. The LUMO energy (alpha / beta) is 0.9 / -2.4 eV. The energy comes out at -381.707779 Eh.

---

Q: Which of these has the lowest largest force on an atom?
A: number 2

---

Q: What is the largest force on an atom in the first record?
A: 5.45 eV/A

---

Q: Look up the energy of the second one.
A: -306.134622 Eh

---

Q: Which of these has the highest energy?
A: number 2